(1)
{
  "formula": "Br5HSi2",
  "method": "ωB97M-V/def2-TZVPD",
  "elements": ["Si", "Si", "Br", "Br", "Br", "Br", "Br", "H"],
  "xyz": [[-0.43446, 0.68633, 1.54892], [0.78984, -0.28907, -0.17953], [0.75161, 1.68232, 3.15377], [-2.96018, -0.05006, -4.13069], [2.75750, -1.23517, 0.21893], [-0.46260, -1.96382, -0.90590], [1.13634, 1.25487, -1.78708], [-1.57804, -0.08539, 2.08158]],
  "forces_ev_per_a": [[0.07, 0.48, -0.07], [0.34, 0.06, -0.29], [-0.16, -0.31, -0.29], [0.03, -0.01, 0.03], [-0.10, 0.26, 0.15], [-0.21, 0.18, -0.14], [-0.19, -0.50, 0.51], [0.24, -0.16, 0.09]],
  "fmax_ha_per_bohr": 0.014,
  "total_charge": 0,
  "lumo_ev": [-1.8, -3.7],
  "spin_multiplicity": 1,
  "de_lowest_kj_mol": 373.3,
  "orbital_gap_ev": [8.73, 4.56]
}

(2)
{
  "formula": "C23H23BrClGdN5O",
  "method": "ωB97M-V/def2-TZVPD",
  "elements": ["Gd", "Cl", "C", "C", "C", "C", "O", "C", "C", "N", "C", "C", "C", "C", "C", "C", "C", "C", "N", "C", "C", "H", "H", "H", "H", "H", "H", "H", "H", "H", "H", "Br", "C", "C", "N", "C", "N", "C", "C", "C", "N", "C", "H", "H", "H", "H", "H", "H", "H", "H", "H", "H", "H", "H", "H"],
  "xyz": [[-0.37327, 1.07277, -0.61964], [-4.81997, -4.35443, -3.80827], [-3.77468, -3.16369, -3.18960], [-2.71767, -2.82272, -4.07719], [-1.84935, -1.80933, -3.77783], [-1.91462, -1.22626, -2.51680], [-1.03333, -0.32760, -2.18535], [-2.93792, -1.63263, -1.57061], [-3.07237, -1.06695, -0.29348], [-2.43764, 0.05462, 0.14271], [-2.95990, 0.65135, 1.28285], [-4.26415, 0.38060, 1.74957], [-4.64688, 0.73398, 3.02202], [-3.85116, 1.55642, 3.79953], [-2.62636, 2.04917, 3.29397], [-1.83934, 3.01073, 3.94534], [-0.63320, 3.43667, 3.42319], [-0.18653, 2.88399, 2.24159], [-0.90049, 1.99067, 1.52179], [-2.15038, 1.56296, 2.01085], [-3.91818, -2.59436, -1.95303], [-2.71411, -3.34695, -5.03188], [-1.09503, -1.51523, -4.48434], [-3.69932, -1.59417, 0.40749], [-4.93617, -0.08827, 1.06328], [-5.59064, 0.40963, 3.43984], [-4.21024, 1.83603, 4.79442], [-2.18149, 3.39883, 4.88183], [-0.00555, 4.11340, 4.00553], [0.79450, 3.14147, 1.81012], [-4.78169, -2.80696, -1.33968], [0.18183, 3.57541, -1.65070], [5.03378, 0.07096, -2.32970], [4.15916, 1.30904, -2.41593], [3.04435, 1.25638, -1.44690], [2.84469, 0.28034, -0.53920], [1.65989, 0.24257, 0.08326], [1.50263, -0.66200, 1.26133], [2.31133, -1.94394, 1.10621], [3.77161, -1.59073, 0.79402], [3.83548, -0.62945, -0.33074], [5.15276, -0.36813, -0.88319], [6.03391, 0.31251, -2.75055], [4.60220, -0.76129, -2.91182], [3.73120, 1.47024, -3.43353], [4.78505, 2.20097, -2.18433], [2.35221, 1.98518, -1.45014], [0.41891, -0.89615, 1.37660], [1.84707, -0.13705, 2.15901], [1.86651, -2.57985, 0.32943], [2.23495, -2.49428, 2.04584], [4.32105, -2.51163, 0.51397], [4.21741, -1.14611, 1.69551], [5.73719, -1.30692, -0.77576], [5.68195, 0.39018, -0.25092]],
  "forces_ev_per_a": [[0.08, 0.31, -1.20], [-0.95, -0.67, 0.03], [0.70, 0.17, -0.15], [-0.65, 0.28, 0.21], [-0.34, -1.03, -0.42], [-0.06, 0.85, 1.44], [-0.01, -0.14, -0.02], [0.21, -0.11, -0.78], [1.81, 2.27, 0.43], [-1.29, -1.61, -0.90], [-0.79, -0.34, 0.81], [1.70, 0.24, -0.93], [0.02, 0.92, 1.28], [-0.34, -0.22, 0.08], [0.04, -0.50, -1.33], [0.64, 0.03, -0.29], [-0.45, -0.02, 1.29], [-0.09, -1.22, -1.85], [-1.06, 0.17, 1.72], [0.82, 0.98, 1.08], [0.74, 0.02, -0.85], [0.22, 0.22, 0.19], [0.23, 0.19, 0.01], [-0.47, 0.03, 0.12], [-0.37, -0.42, -0.02], [-0.09, 0.01, -0.21], [0.31, 0.05, -0.36], [-0.15, 0.20, 0.43], [-0.21, -0.08, -0.41], [-0.57, -0.02, 0.23], [0.11, -0.16, 0.18], [0.04, -0.41, 0.13], [0.26, -0.24, -0.43], [-0.15, 1.04, -0.17], [0.60, -0.66, -0.08], [-0.26, -0.55, 0.30], [0.69, -0.39, 0.49], [0.08, 0.28, -0.72], [-0.22, 0.05, -0.12], [-0.70, -0.17, -0.21], [-0.46, -0.03, 0.46], [0.93, -0.06, 0.64], [-0.65, -0.24, 0.25], [0.17, 0.32, 0.18], [0.36, -0.25, 0.71], [-0.48, -0.48, -0.11], [-0.09, 0.34, -0.21], [0.60, 0.15, 0.04], [-0.23, 0.02, 0.02], [0.23, 0.20, 0.02], [0.24, -0.08, -0.06], [-0.15, 0.66, 0.11], [0.16, -0.11, -0.25], [-0.35, 0.57, -0.25], [-0.31, -0.35, -0.52]],
  "fmax_ha_per_bohr": 0.057,
  "total_charge": 1,
  "lumo_ev": [-3.6, -5.8],
  "spin_multiplicity": 8,
  "de_lowest_kj_mol": 0.0,
  "orbital_gap_ev": [6.69, 4.49]
}

(3)
{
  "formula": "C6H8",
  "method": "ωB97M-V/def2-TZVPD",
  "elements": ["C", "C", "C", "C", "C", "C", "H", "H", "H", "H", "H", "H", "H", "H"],
  "xyz": [[1.34585, -0.31265, 0.70879], [0.33959, -1.18525, 0.72899], [-0.70733, -0.84372, -0.27731], [-1.55291, 0.36178, 0.04084], [-0.31116, 0.51370, -0.80201], [1.05398, 0.85927, -0.20716], [2.27307, -0.41539, 1.26513], [0.24911, -2.05997, 1.36691], [-0.99752, -1.66440, -0.92561], [-1.56469, 0.69870, 1.07449], [-2.49715, 0.50966, -0.48206], [-0.48875, 0.76863, -1.84287], [1.05725, 1.80248, 0.35646], [1.80066, 0.96716, -1.00458]],
  "forces_ev_per_a": [[-0.09, -0.06, 0.08], [0.17, 0.02, -0.07], [0.03, -0.18, -0.04], [-0.08, 0.08, 0.09], [0.09, 0.05, -0.17], [0.01, 0.02, -0.03], [-0.23, 0.18, 0.15], [0.22, 0.05, -0.16], [-0.44, 0.25, 0.01], [0.11, -0.02, -0.14], [0.22, -0.13, 0.09], [0.06, -0.10, 0.15], [-0.03, -0.12, -0.10], [-0.06, -0.04, 0.13]],
  "fmax_ha_per_bohr": 0.010,
  "total_charge": 0,
  "lumo_ev": 1.3,
  "spin_multiplicity": 1,
  "de_lowest_kj_mol": 52.8,
  "smiles": "C1=C[C@H]2C[C@H]2C1",
  "orbital_gap_ev": 10.17
}

(4)
{
  "formula": "C5H4Br2CsI2OS4",
  "method": "ωB97M-V/def2-TZVPD",
  "elements": ["Cs", "Br", "C", "Br", "H", "H", "O", "C", "S", "C", "C", "S", "S", "S", "I", "C", "I", "H", "H"],
  "xyz": [[-0.29351, -0.97369, -0.33099], [-3.44439, 0.61413, 1.00183], [-3.80753, 0.39777, -0.88666], [-3.21215, 1.92566, -1.90226], [-4.88012, 0.31805, -0.99773], [-3.29397, -0.49453, -1.25340], [0.99874, -6.06669, -2.68201], [0.19807, -5.17815, -2.47242], [-0.06926, -3.80425, -3.53643], [-1.31603, -2.96384, -2.59211], [-1.67601, -3.56506, -1.42668], [-2.78200, -3.02555, -0.19261], [-0.83202, -5.07895, -1.04992], [-1.83201, -1.44785, -3.25759], [3.77219, 0.36643, -0.94197], [4.10017, -1.15041, 0.49759], [3.13827, -0.80712, 2.35534], [5.16413, -1.21809, 0.68181], [3.72218, -2.08205, 0.09532]],
  "forces_ev_per_a": [[0.05, 0.04, -0.09], [0.00, 0.00, 0.03], [-0.05, -0.03, -0.04], [0.01, -0.03, 0.00], [0.00, 0.01, 0.00], [0.01, 0.01, 0.00], [-0.03, 0.01, 0.00], [0.07, -0.01, 0.02], [0.01, 0.03, -0.03], [0.04, -0.14, 0.08], [0.00, -0.05, -0.03], [-0.07, 0.01, 0.02], [-0.01, -0.04, 0.04], [0.00, 0.23, 0.03], [-0.01, 0.00, -0.03], [0.02, -0.07, -0.01], [-0.02, -0.01, 0.01], [0.00, 0.03, 0.01], [-0.02, 0.02, 0.00]],
  "fmax_ha_per_bohr": 0.004,
  "total_charge": -1,
  "lumo_ev": 1.2,
  "spin_multiplicity": 1,
  "de_lowest_kj_mol": 16.0,
  "orbital_gap_ev": 4.20
}

(5)
{
  "formula": "C3H5N3",
  "method": "ωB97M-V/def2-TZVPD",
  "elements": ["H", "N", "C", "C", "N", "C", "N", "H", "H", "H", "H"],
  "xyz": [[1.99550, 1.04977, 1.19690], [1.64665, 0.09229, 1.20732], [0.59929, 0.01616, 0.49580], [-0.19083, 1.04381, -0.30546], [-1.17573, 0.29589, -1.08756], [-1.06157, -0.91533, -0.70485], [-0.10593, -1.16065, 0.26880], [-0.70719, 1.73294, 0.37498], [0.46249, 1.64126, -0.94921], [-1.66087, -1.73355, -1.09589], [0.19819, -2.06258, 0.59918]],
  "forces_ev_per_a": [[0.00, -0.12, 0.09], [-0.25, 0.08, -0.19], [0.09, 0.01, 0.06], [0.12, 0.20, 0.05], [0.04, -0.35, 0.13], [-0.11, 0.11, -0.11], [0.09, 0.01, 0.00], [0.09, -0.08, -0.09], [-0.11, -0.09, 0.06], [0.07, 0.12, 0.08], [-0.03, 0.11, -0.08]],
  "fmax_ha_per_bohr": 0.007,
  "total_charge": 0,
  "lumo_ev": 0.9,
  "spin_multiplicity": 1,
  "de_lowest_kj_mol": 35.0,
  "smiles": "[H]/N=C1\\CN=CN1",
  "orbital_gap_ev": 10.04
}

(6)
{
  "formula": "C4H12",
  "method": "ωB97M-V/def2-TZVPD",
  "elements": ["C", "C", "H", "H", "H", "H", "H", "H", "C", "C", "H", "H", "H", "H", "H", "H"],
  "xyz": [[-1.59998, 1.78976, -1.78256], [-0.25198, 1.37160, -1.23579], [-1.42175, 2.80038, -2.15025], [-1.90459, 1.19026, -2.62645], [-2.31654, 1.42975, -1.18027], [-0.47152, 0.39952, -0.72636], [-0.08256, 2.10149, -0.49862], [0.59886, 1.27135, -1.93452], [0.63425, -2.25789, 1.70615], [1.22425, -0.83586, 1.34471], [0.74727, -2.94062, 0.90421], [1.19709, -2.80439, 2.45586], [-0.44924, -2.31876, 1.97367], [0.42693, -0.00112, 1.53406], [2.12046, -0.63082, 1.79328], [1.51637, -0.90271, 0.26034]],
  "forces_ev_per_a": [[3.19, 0.25, -3.59], [-0.79, -2.12, -0.09], [-1.32, 0.34, 0.44], [0.40, -0.26, -1.07], [-2.90, 0.33, 3.02], [0.91, 0.58, -0.25], [1.01, 0.76, 1.28], [-0.53, 0.14, 0.23], [-0.23, 0.66, 0.53], [-3.60, -0.74, -1.86], [-0.06, -0.44, -1.33], [0.09, 0.35, 0.75], [0.84, 0.49, -0.08], [1.63, -1.44, -0.52], [2.11, 0.55, 1.78], [-0.74, 0.55, 0.76]],
  "fmax_ha_per_bohr": 0.093,
  "total_charge": -1,
  "lumo_ev": [4.2, 4.5],
  "spin_multiplicity": 2,
  "de_lowest_kj_mol": 129.0,
  "orbital_gap_ev": [2.66, 12.12]
}